Entry 1:
Molecular formula: C25H28NO
Method: DFT, ωB97M-V/def2-TZVPD

- relative energy (zero: lowest compared OMol25 entry of this formula, charge and spin) (kcal per mole) = 0.0
- DFT total energy (eV) = -29910.2419
- total charge = +1
- E_LUMO (eV) = -5.082

Structure (XYZ):
```
55
Properties=species:S:1:pos:R:3:forces:R:3
H -2.29530 -0.22895 1.20573 0.07 -0.01 0.14
C -0.66914 -3.96273 -2.08716 0.24 -0.14 0.85
H 3.09057 2.01926 1.90483 -0.05 -0.02 -0.15
C 2.19806 3.11905 0.26839 -0.44 -0.18 -0.23
C 4.12162 1.49681 0.07301 0.09 0.00 0.02
H -2.76326 2.24055 -2.31260 -0.11 0.21 0.00
H 2.52014 3.79683 -0.52865 0.28 0.13 -0.04
H 1.61369 3.72323 0.97077 0.09 -0.16 -0.10
H -2.68423 -0.98224 -3.47241 -0.10 0.19 -0.03
C 1.93585 1.00798 -1.09333 -0.45 0.69 0.20
H 0.77546 -4.52493 4.25364 0.08 -0.12 0.05
H -1.89481 -2.75141 -4.97894 -0.05 0.02 -0.17
H 2.80370 -0.16599 0.49978 -0.02 0.13 0.01
N 1.29229 2.11049 -0.33851 -0.42 -0.25 0.90
H 4.10899 3.30530 1.28948 -0.27 -0.10 -0.22
C 0.01180 2.55100 -0.74886 1.09 -0.67 -0.59
H -2.84259 -0.04480 -1.16905 -0.09 0.22 -0.09
H -0.80910 3.49382 1.01149 0.03 0.13 -0.08
C -0.15639 -3.39184 2.71958 -0.01 -0.09 -0.34
H -1.79294 -0.46475 3.17364 -0.10 0.20 0.05
H 0.10511 -4.07920 1.93288 0.12 -0.18 0.06
C -1.96531 -0.98787 0.51893 0.10 -0.27 -0.17
C -0.13427 -2.74427 5.01425 0.03 -0.04 0.00
H 0.15664 -2.93655 6.03295 0.03 -0.01 0.18
H -0.60987 -4.65390 -4.09937 0.05 -0.11 -0.01
C -0.76035 3.65485 -0.07142 0.41 0.42 0.59
H 4.51014 2.01603 -0.81238 -0.08 -0.02 0.03
H 1.17889 0.23557 -1.26813 0.02 0.08 0.06
H -1.12636 -0.91258 5.47920 -0.06 0.12 0.07
C 3.41294 2.51204 0.97874 -0.07 -0.22 -0.11
C -0.95325 -3.88206 -3.42920 0.06 0.02 0.31
H -0.24693 4.60856 -0.23672 -0.04 0.00 0.12
H -0.31515 1.32219 -2.47263 0.06 0.03 -0.35
C -0.65855 2.11432 -1.83058 0.00 -0.16 0.68
C -1.23116 -1.35325 3.40085 -0.13 0.05 -0.56
C -1.84195 -1.87270 -1.71281 0.28 -0.35 0.43
H -1.78085 3.59021 -2.87628 -0.16 -0.09 -0.02
C -1.92363 2.89212 -2.04201 -0.31 -0.13 -0.55
C -2.27035 -0.88131 -0.80670 0.18 -0.16 -0.05
H -2.52889 4.68563 -0.90490 0.14 -0.30 0.07
C 3.14585 0.40124 -0.37455 0.00 0.25 0.17
H 3.65195 -0.32805 -1.02302 -0.20 0.27 -0.02
H 5.00218 1.06674 0.57094 -0.30 0.05 -0.03
C -2.15168 3.66922 -0.73357 0.22 -0.28 -0.06
H -0.10975 -4.79169 -1.69229 0.14 -0.20 0.09
C 0.21410 -3.63671 4.01746 0.15 -0.20 0.14
C -2.12071 -1.81396 -3.08564 0.16 -0.35 -0.24
H 2.22380 1.39341 -2.07594 0.19 -0.07 -0.23
C -0.85614 -1.60571 4.69999 -0.07 0.16 0.10
H -2.88746 3.15228 -0.10533 0.17 0.06 -0.06
C -1.10063 -2.96899 -1.20670 -0.23 0.25 -0.51
O -0.79659 -3.07519 0.13448 -1.09 1.97 0.34
C -1.67856 -2.80757 -3.92613 -0.33 0.54 -0.15
C -0.88505 -2.24939 2.37801 0.43 -0.67 0.19
C -1.23259 -2.08017 0.98677 0.26 -0.63 -0.74
```
Positions in Å, forces in eV/Å.

---

Entry 2:
Molecular formula: C2H5NO
Method: DFT, ωB97M-V/def2-TZVPD

- relative energy (zero: lowest compared OMol25 entry of this formula, charge and spin) (kcal per mole) = 119.7
- DFT total energy (eV) = -5688.0406
- total charge = 0
- E_LUMO (eV) = 0.071

Structure (XYZ):
```
9
Properties=species:S:1:pos:R:3:forces:R:3
C 1.47052 0.00569 -1.20036 -0.33 0.97 0.43
H -1.98596 0.58239 -1.93492 0.48 0.72 2.40
C -0.69220 0.72348 -0.46598 1.11 0.39 2.04
N 0.22123 -0.02594 -0.87290 2.56 -0.20 -0.75
H 2.01368 0.91857 -1.50759 -0.90 -0.21 -0.06
H 0.20087 1.67287 1.64156 0.95 2.64 2.19
H 2.15835 -0.74117 -0.88267 -0.06 -1.21 -0.18
O -1.82928 0.94200 -0.94980 -2.90 -0.50 -3.91
H 0.45662 2.33129 2.21200 -0.93 -2.59 -2.16
```
Positions in Å, forces in eV/Å.